Version P
Formula: C15H22N2O3S
Source: the OMol25 dataset
Level of theory: the ωB97M-V functional and the def2-TZVPD basis

Geometry as ORCA input:
```
! wB97M-V def2-TZVPD RIJCOSX def2/J DEFGRID3
* xyz 0 1
C -2.519 -1.222 -2.571
O -2.016 -1.117 -1.247
C -2.943 -1.024 -0.284
O -4.126 -1.073 -0.482
C -2.316 -0.913 1.106
C -2.892 0.305 1.842
C -2.331 1.635 1.356
S -2.664 1.965 -0.416
C -0.984 1.992 -1.118
N -0.876 -0.893 1.072
C -0.166 -2.040 1.295
O -0.642 -3.050 1.767
N 1.166 -1.971 0.962
C 1.878 -0.880 0.444
C 1.763 0.377 1.033
C 2.447 1.473 0.529
C 2.324 2.821 1.173
C 3.270 1.289 -0.575
C 3.411 0.038 -1.144
C 2.724 -1.063 -0.655
C 2.871 -2.415 -1.285
H -3.081 -0.321 -2.826
H -3.180 -2.087 -2.657
H -1.654 -1.333 -3.220
H -2.604 -1.823 1.648
H -3.974 0.291 1.705
H -2.674 0.213 2.908
H -1.254 1.690 1.499
H -2.804 2.449 1.907
H -0.320 2.546 -0.462
H -0.617 0.982 -1.280
H -1.064 2.503 -2.072
H -0.457 -0.227 0.441
H 1.639 -2.862 0.988
H 1.147 0.485 1.914
H 1.521 2.837 1.906
H 2.137 3.590 0.424
H 3.253 3.077 1.681
H 3.812 2.130 -0.982
H 4.064 -0.087 -1.997
H 1.895 -2.853 -1.489
H 3.424 -2.343 -2.218
H 3.412 -3.092 -0.622
*
```

Values from the calculation:
LUMO = 0.6 eV
Gap between HOMO and LUMO = 9.234 eV
Highest occupied orbital energy = -8.65 eV

Population analysis type Mulliken, resulting atomic charges in e: -0.813, -0.168, 0.100, -0.646, 0.012, -0.992, -0.294, -0.126, -0.523, 0.293, 0.272, -0.721, -0.114, 0.316, -0.110, 0.896, -1.723, -0.884, -0.827, 0.747, -1.769, 0.321, 0.334, 0.232, 0.536, 0.429, 0.412, -0.046, 0.446, 0.080, 0.084, 0.444, -0.012, 0.290, 0.461, 0.308, 0.372, 0.457, 0.445, 0.371, 0.314, 0.414, 0.382

=====

Version Q
Formula: C15H22N2O3S
Source: the OMol25 dataset
Level of theory: the ωB97M-V functional and the def2-TZVPD basis

Geometry as ORCA input:
```
! wB97M-V def2-TZVPD RIJCOSX def2/J DEFGRID3
* xyz 0 1
C -4.138 -2.755 -1.189
O -3.778 -1.722 -0.277
C -2.494 -1.407 -0.164
O -1.594 -1.934 -0.770
C -2.287 -0.272 0.824
C -2.988 1.012 0.336
C -2.425 1.495 -1.000
S -2.138 3.294 -1.035
C -0.644 3.366 -0.007
N -0.874 -0.062 0.989
C -0.355 0.420 2.149
O -1.042 0.807 3.073
N 1.017 0.470 2.203
C 1.903 0.244 1.124
C 2.637 1.315 0.622
C 3.512 1.141 -0.432
C 3.672 -0.112 -1.011
C 4.624 -0.319 -2.149
C 2.956 -1.178 -0.487
C 2.078 -1.032 0.579
C 1.368 -2.235 1.126
H -3.257 -3.092 -1.738
H -4.882 -2.353 -1.875
H -4.565 -3.582 -0.621
H -2.725 -0.547 1.792
H -4.060 0.831 0.262
H -2.830 1.768 1.107
H -3.110 1.295 -1.822
H -1.466 1.026 -1.222
H -0.856 2.971 0.982
H 0.150 2.797 -0.485
H -0.364 4.411 0.063
H -0.270 -0.460 0.285
H 1.364 1.053 2.951
H 2.511 2.291 1.068
H 4.069 1.985 -0.810
H 4.807 0.613 -2.677
H 4.233 -1.052 -2.851
H 5.578 -0.690 -1.774
H 3.088 -2.162 -0.914
H 2.059 -3.074 1.190
H 0.967 -2.033 2.116
H 0.548 -2.534 0.471
*
```

Values from the calculation:
LUMO = 0.7 eV
Gap between HOMO and LUMO = 9.116 eV
Highest occupied orbital energy = -8.41 eV

Population analysis type Mulliken, resulting atomic charges in e: -0.715, -0.300, 0.613, -0.636, -0.467, -1.140, -0.499, -0.132, -0.675, 0.211, 0.023, -0.707, -0.069, 0.519, -0.700, -0.936, 0.782, -1.450, -0.675, 0.770, -1.659, 0.342, 0.266, 0.237, 0.625, 0.469, 0.517, 0.332, 0.204, 0.167, 0.146, 0.419, 0.350, 0.291, 0.464, 0.385, 0.383, 0.367, 0.289, 0.449, 0.553, 0.313, 0.271

=====

Relative energies, unit kJ/mol: version P 5.3; version Q 0.0

=====

Version P
Formula: H41O21
Source: the OMol25 dataset
Level of theory: the ωB97M-V functional and the def2-TZVPD basis

Geometry as ORCA input:
```
! wB97M-V def2-TZVPD RIJCOSX def2/J DEFGRID3
* xyz -1 1
O -1.236 1.217 -2.893
H -0.689 0.786 -2.143
H -2.103 1.445 -2.568
O -1.561 -4.334 -2.507
H 3.240 -3.719 0.254
H -1.890 -3.725 -3.193
O -4.319 2.916 1.784
H 1.166 0.440 1.374
H -4.379 2.461 0.950
O 1.510 1.263 1.787
H -3.528 2.769 2.310
H -4.041 1.564 -1.409
O 0.624 -2.787 -1.531
H 0.218 -3.294 -0.772
H 0.524 -1.853 -1.191
O -0.042 -0.251 -1.021
H 1.587 -1.671 0.674
H 0.888 -0.415 -0.822
O 0.831 -1.407 1.213
H -0.406 -0.007 4.024
H -1.178 -3.518 -2.073
O -0.111 -0.917 4.097
H 0.688 1.810 1.653
H 0.840 -0.922 4.204
O -2.433 0.702 -0.237
H -1.652 0.178 -0.500
H -3.149 0.038 -0.262
O -4.590 2.027 -2.025
H 0.172 -0.818 0.772
H -4.215 2.857 -2.307
O -1.783 -3.635 0.549
H 3.783 -1.140 2.848
H -1.260 -3.497 1.367
O 4.190 3.200 -0.530
H 3.342 3.700 -0.625
H 4.389 3.486 0.385
O -3.683 -1.277 1.154
H -3.576 -2.131 0.689
H -2.842 -1.322 1.637
O 2.656 4.347 1.826
H 2.060 4.281 1.054
H 2.433 3.686 2.475
O 1.506 1.205 -2.750
H 1.468 0.610 -3.490
H 0.937 1.067 -1.984
O 3.490 -1.647 3.606
H 2.586 -1.890 3.389
O 1.760 4.295 -0.575
H 1.096 4.211 -1.387
H 2.228 5.172 -0.620
O -0.202 -1.362 -4.149
H -0.205 -1.988 -3.331
H -0.931 -0.880 -3.729
O -0.165 -3.890 2.894
H -0.033 -2.920 2.763
H 0.696 -4.276 3.047
O 0.168 3.969 -2.456
H 0.456 3.024 -2.588
H -0.732 3.986 -2.099
O 3.085 -3.497 1.175
H 3.902 -3.237 1.700
H -1.588 -4.483 0.116
*
```

Values from the calculation:
LUMO = 2.0 eV
Gap between HOMO and LUMO = 9.510 eV
Highest occupied orbital energy = -7.52 eV

Population analysis type Mulliken, resulting atomic charges in e: -0.609, 0.478, 0.310, -0.634, 0.296, 0.347, -0.637, 0.379, 0.351, -0.548, 0.304, 0.246, -0.809, 0.244, 0.565, -1.369, 0.204, 0.333, -0.309, 0.288, 0.302, -0.584, 0.341, 0.308, -0.660, 0.306, 0.532, -0.634, 0.065, 0.285, -0.603, 0.336, 0.386, -0.701, 0.475, 0.325, -0.674, 0.326, 0.301, -0.670, 0.412, 0.302, -0.621, 0.310, 0.106, -0.668, 0.292, -0.842, 0.362, 0.348, -0.672, 0.239, 0.345, -0.753, 0.234, 0.338, -0.738, 0.503, 0.330, -0.599, 0.326, 0.252

=====

Version Q
Formula: H41O21
Source: the OMol25 dataset
Level of theory: the ωB97M-V functional and the def2-TZVPD basis

Geometry as ORCA input:
```
! wB97M-V def2-TZVPD RIJCOSX def2/J DEFGRID3
* xyz -1 1
O 3.293 1.578 4.183
H 2.611 1.044 4.517
H 3.329 1.030 3.366
O 1.477 -1.742 0.986
H -3.056 -0.042 1.176
H 1.244 1.951 0.569
O -1.435 2.928 -4.163
H -1.862 -2.610 0.189
H -2.188 2.574 -3.804
O -2.729 -3.048 -0.089
H 2.813 -2.782 -1.266
H -0.032 -0.349 -2.083
O -0.399 -0.892 -1.340
H 0.160 -1.174 -0.553
H 4.621 0.386 -0.522
O -0.376 -1.180 4.134
H 1.767 4.198 1.080
H 0.091 -1.876 4.581
O 1.907 4.470 1.974
H -1.019 2.156 -4.493
H 1.549 -2.479 1.537
O -5.072 1.905 -0.529
H -2.345 -3.728 -0.733
H -0.095 -0.338 4.499
O -1.099 -1.749 1.698
H -4.252 1.380 -0.266
H 1.586 -1.958 -0.580
O 5.332 -0.193 -0.820
H 2.420 3.739 2.235
H 2.004 0.701 0.789
O 0.096 4.033 0.125
H -1.607 -1.615 -2.223
H 0.364 4.608 0.822
O 1.568 -2.314 -4.185
H 1.344 -2.669 -3.317
H 1.984 -1.421 -3.962
O 2.081 -2.167 -1.412
H -1.071 -1.651 2.584
H -0.090 -1.790 1.483
O -2.247 1.736 -1.878
H -3.030 2.362 -1.971
H -2.380 0.765 -1.798
O 3.002 -0.303 2.613
H -0.810 -4.258 1.066
H 3.554 0.066 1.823
O -2.542 -1.548 -2.480
H 5.541 -0.767 -0.027
O 2.129 1.706 0.959
H 2.268 -0.679 1.995
H -2.978 -2.075 -1.981
O 0.465 1.560 -2.783
H -1.286 -0.244 0.366
H 0.690 2.349 -3.058
O -1.816 0.407 0.231
H 0.491 -5.179 1.025
H -1.525 1.195 -0.149
O -0.065 -4.638 0.484
H -4.851 2.705 0.021
H -0.365 1.758 -2.258
O -4.087 0.054 1.328
H -4.411 -0.340 0.546
H -0.663 4.452 -0.260
*
```

Values from the calculation:
LUMO = 2.1 eV
Gap between HOMO and LUMO = 9.330 eV
Highest occupied orbital energy = -7.21 eV

Population analysis type Mulliken, resulting atomic charges in e: -0.696, 0.237, 0.604, -0.673, 0.392, 0.294, -0.608, 0.303, 0.303, -0.695, 0.187, 0.229, 0.488, -0.460, 0.331, -0.567, 0.366, 0.262, -0.700, 0.327, 0.007, -0.665, 0.350, 0.259, -0.690, 0.300, 0.442, -0.629, 0.349, 0.235, -0.575, 0.253, 0.295, -0.643, 0.337, 0.309, -0.621, 0.381, 0.192, -0.711, 0.276, 0.421, -0.793, 0.358, 0.262, -0.647, 0.316, -0.562, 0.387, 0.291, -0.719, 0.257, 0.300, -0.545, 0.260, 0.197, -0.602, 0.313, 0.332, -0.782, 0.322, 0.260

=====

Relative energies, unit kJ/mol: version P 0.0; version Q 287.4

=====

Version P
Formula: H41O21
Source: the OMol25 dataset
Level of theory: the ωB97M-V functional and the def2-TZVPD basis

Geometry as ORCA input:
```
! wB97M-V def2-TZVPD RIJCOSX def2/J DEFGRID3
* xyz -1 1
O 0.145 3.882 -0.840
H 0.935 4.113 -0.947
H -0.158 3.417 -1.601
O -2.859 1.988 -0.206
H 0.961 -2.202 -0.621
H -2.592 2.801 -0.544
O 4.128 0.142 1.368
H 2.488 -1.008 1.223
H 4.218 -0.524 0.589
O 1.816 -1.424 1.734
H 4.299 -0.274 2.214
H -0.560 4.244 2.603
O -0.680 0.246 -2.915
H -0.336 1.083 -3.228
H -0.028 -0.226 -2.370
O 2.742 0.768 -0.472
H 2.196 0.136 -0.799
H 3.034 0.706 0.444
O 2.304 -1.501 -1.259
H 0.054 -0.291 3.488
H -3.178 2.072 0.739
O -0.226 0.648 3.835
H 1.101 -1.753 1.196
H 0.467 1.284 3.286
O 1.200 2.631 1.681
H 0.826 2.391 0.836
H 2.011 2.153 1.779
O -0.637 4.957 1.912
H 2.654 -1.704 -2.091
H -0.203 4.509 1.127
O -1.000 -0.306 0.387
H -3.420 -1.221 1.526
H -0.809 -1.175 -0.121
O -1.897 -4.327 -1.595
H -2.766 -3.933 -1.863
H -1.653 -3.656 -0.957
O -4.976 0.361 1.654
H -5.240 -0.213 2.289
H -4.389 1.094 2.043
O -0.495 -2.756 3.571
H 0.138 -2.878 2.848
H -1.405 -2.706 3.257
O 0.639 0.174 -5.490
H 0.031 -0.369 -5.033
H 1.406 0.108 -5.042
O -3.247 -1.624 2.300
H -2.521 -0.948 2.528
O 4.561 -2.002 -0.167
H 4.086 -2.679 -0.622
H 3.829 -1.278 -0.425
O -3.037 2.661 -3.535
H -3.564 2.395 -3.011
H -2.470 1.877 -3.720
O -2.357 -3.546 1.285
H -1.507 -2.786 1.126
H -2.888 -2.961 1.870
O 3.340 1.837 -2.628
H 3.102 1.277 -1.867
H 4.017 2.416 -2.409
O 0.100 -2.637 -0.120
H 0.171 -3.475 -0.694
H -1.899 0.009 0.459
*
```

Values from the calculation:
LUMO = 2.0 eV
Gap between HOMO and LUMO = 9.189 eV
Highest occupied orbital energy = -7.20 eV

Population analysis type Mulliken, resulting atomic charges in e: -0.448, 0.216, 0.214, -0.528, 0.155, 0.272, -0.675, 0.178, 0.345, -0.777, 0.278, 0.328, -0.647, 0.357, 0.221, -0.595, 0.239, 0.435, -0.884, 0.381, 0.219, -0.724, 0.417, 0.365, -0.607, 0.345, 0.221, -0.663, 0.047, 0.355, -0.195, 0.386, 0.324, -0.631, 0.303, 0.304, -0.630, 0.297, 0.338, -0.672, 0.312, 0.366, -0.614, 0.332, 0.292, -0.722, 0.340, -0.708, 0.340, 0.485, -0.545, 0.220, 0.316, -0.752, 0.198, 0.486, -0.718, 0.536, 0.226, -0.674, 0.304, 0.119

=====

Version Q
Formula: H41O21
Source: the OMol25 dataset
Level of theory: the ωB97M-V functional and the def2-TZVPD basis

Geometry as ORCA input:
```
! wB97M-V def2-TZVPD RIJCOSX def2/J DEFGRID3
* xyz -1 1
O -0.095 0.085 1.125
H 0.415 -0.248 0.185
H -0.646 -0.667 1.274
O 1.290 -0.378 -0.850
H -0.036 2.056 4.429
H 0.305 3.834 -1.269
O 1.672 -0.733 3.934
H -2.024 3.181 1.619
H 0.817 -0.304 3.647
O -2.847 3.149 2.072
H -4.081 -1.597 -2.895
H -3.882 -2.082 0.353
O -4.758 -2.285 -0.031
H -5.198 -1.555 0.412
H -2.873 1.682 -2.245
O 2.697 1.094 0.877
H -0.872 -4.318 -2.229
H 2.039 0.704 0.276
O -1.651 -3.714 -2.246
H 1.661 -1.878 -0.188
H 0.015 -3.869 1.254
O 2.995 -1.236 -3.747
H -2.966 4.031 2.459
H 2.651 0.457 1.608
O 3.223 3.065 -1.762
H 2.945 -1.700 -2.904
H -3.119 -2.656 -3.370
O -3.228 0.799 -2.077
H -1.828 -3.590 -1.289
H -0.068 4.286 -2.716
O -2.056 -4.149 2.112
H -2.361 -0.085 1.223
H -2.109 -3.190 2.170
O -0.529 1.268 -2.687
H 1.726 -0.650 4.875
H -0.752 0.562 -3.265
O -3.685 -1.948 -3.724
H 2.886 2.311 -1.228
H 4.147 2.903 -2.020
O 1.613 5.095 0.104
H 1.940 4.162 0.090
H 1.373 5.152 1.014
O 1.820 -2.857 -0.081
H 2.998 -0.702 -0.832
H 0.388 0.967 -2.465
O -2.677 -0.835 0.729
H -2.362 0.461 -2.283
O -0.496 4.064 -1.896
H 0.847 -0.479 -1.658
H -2.662 -0.448 -0.129
O 0.187 -4.708 0.842
H 2.563 3.379 2.927
H 0.909 -4.489 0.141
O 1.664 3.129 3.119
H 4.467 -0.399 -1.499
H 1.508 2.466 2.377
O 3.842 -1.037 -1.146
H 2.406 -0.541 -3.894
H 2.671 -3.152 0.317
O -0.866 1.701 4.689
H -0.841 0.833 4.297
H -1.110 -4.395 2.074
*
```

Values from the calculation:
LUMO = 2.1 eV
Gap between HOMO and LUMO = 9.876 eV
Highest occupied orbital energy = -7.78 eV

Population analysis type Mulliken, resulting atomic charges in e: -0.463, 0.529, 0.173, -0.406, 0.316, 0.296, -0.617, 0.308, 0.232, -0.583, 0.321, 0.343, -0.645, 0.308, 0.277, -0.752, 0.299, 0.267, -0.636, 0.376, 0.313, -0.630, 0.279, 0.313, -0.651, 0.335, 0.355, -0.617, 0.332, 0.296, -0.640, 0.248, 0.301, -0.599, 0.306, 0.346, -0.664, 0.344, 0.264, -0.601, 0.267, 0.335, -0.752, 0.245, 0.116, -0.576, 0.442, -0.618, -0.240, 0.318, -0.674, 0.311, 0.347, -0.648, 0.262, 0.362, -0.713, 0.271, 0.289, -0.595, 0.286, 0.388

=====

Relative energies, unit kJ/mol: version P 424.7; version Q 0.0

=====

Version P
Formula: C6H14NS
Source: the OMol25 dataset
Level of theory: the ωB97M-V functional and the def2-TZVPD basis

Geometry as ORCA input:
```
! wB97M-V def2-TZVPD RIJCOSX def2/J DEFGRID3
* xyz -1 1
C -1.262 -1.783 -0.777
C -0.039 -1.348 -1.560
C 0.239 0.139 -1.627
N 0.962 0.638 -0.484
C 0.485 0.412 0.858
C -0.939 0.925 1.128
C 1.449 1.107 1.833
S 1.665 2.888 1.549
H -2.175 -1.336 -1.195
H -1.242 -1.535 0.286
H -1.391 -2.842 -0.833
H -0.168 -1.762 -2.568
H 0.823 -1.866 -1.144
H 0.910 0.286 -2.476
H -0.720 0.654 -1.759
H 1.175 1.617 -0.566
H 0.555 -0.667 1.095
H -0.999 1.975 0.950
H -1.685 0.352 0.559
H -1.171 0.690 2.175
H 2.418 0.652 1.722
H 1.110 0.801 2.833
*
```

Values from the calculation:
LUMO = 3.5 eV
Gap between HOMO and LUMO = 5.901 eV
Highest occupied orbital energy = -2.35 eV

Population analysis type Mulliken, resulting atomic charges in e: -1.174, -0.507, -0.589, -0.209, 0.103, -1.412, -1.006, -0.655, 0.286, 0.274, 0.379, 0.364, 0.325, 0.392, 0.338, 0.202, 0.137, 0.359, 0.374, 0.349, 0.319, 0.350

=====

Version Q
Formula: C6H14NS
Source: the OMol25 dataset
Level of theory: the ωB97M-V functional and the def2-TZVPD basis

Geometry as ORCA input:
```
! wB97M-V def2-TZVPD RIJCOSX def2/J DEFGRID3
* xyz -1 1
C -1.883 0.161 0.539
N -0.753 0.508 1.076
C 0.306 0.117 0.164
C 1.632 0.503 0.702
S 3.082 0.171 -0.347
C 0.476 -1.443 0.175
C -2.199 -0.276 -0.777
C -3.659 -0.292 -0.920
H -0.809 -1.822 1.610
H -2.751 0.419 1.172
H 0.744 3.506 -0.904
H 0.206 0.641 -0.750
H 1.398 1.525 0.939
H 1.690 0.003 1.712
H -0.372 -1.682 0.907
H 0.140 -1.898 -0.732
H 1.355 -1.921 0.547
H 0.106 3.288 -1.357
H -1.551 -0.254 -1.665
H -4.213 -1.138 -0.408
H -4.095 -0.232 -1.945
H -3.931 0.642 -0.409
*
```

Values from the calculation:
LUMO = 1.8 eV
Gap between HOMO and LUMO = 4.829 eV
Highest occupied orbital energy = -3.03 eV

Population analysis type Mulliken, resulting atomic charges in e: -0.507, -0.731, 0.728, -1.352, -0.523, -0.711, 0.060, -1.186, 0.588, 0.285, 0.024, 0.331, 0.389, 0.324, -0.592, 0.340, 0.468, -0.019, 0.290, 0.166, 0.326, 0.300

=====

Relative energies, unit kJ/mol: version P 0.0; version Q 776.8